A gas-phase ion, C5H11NO2 (charge -2) in a non-equilibrium geometry, computed with the ωB97M-V functional and the def2-TZVPD basis.

Last column: natural (NBO) charge in e.
CARTESIAN COORDINATES (ANGSTROEM)
N  1.1259  -0.9346  -2.0302  -0.91
C  0.7686  -0.7392  -0.5916  -0.09
C  2.1063  -0.1409  0.0494  -0.03
O  3.2359  -0.2182  -0.7373  -0.99
C  -0.4039  0.2366  -0.4531  -0.42
C  -1.0798  -0.0604  0.9064  -0.43
C  -2.3107  0.8522  1.2452  0.00
O  -3.2689  0.2436  1.9785  -0.99
H  2.0737  -0.5413  -2.1303  0.41
H  0.4024  -0.5167  -2.5990  0.32
H  0.6810  -1.7481  -0.1905  0.16
H  2.3631  -0.5819  1.0296  0.10
H  1.8681  0.9397  0.2259  0.07
H  -0.0604  1.2591  -0.3069  0.20
H  -1.1157  0.0626  -1.2610  0.17
H  -1.4550  -1.0865  1.0182  0.18
H  -0.3864  -0.0354  1.7562  0.17
H  -2.7120  1.2904  0.2914  0.05
H  -1.8322  1.7191  1.7991  0.04

Its energy is -10944.543 eV. As for the molar mass: 117.148 g mol⁻¹. As for the SMILES: N[C@@H](C[O-])CCC[O-]. The total charge is -2. The HOMO energy comes out at 0.0168 Ha. The value obtained for the largest force on an atom is 3.16 eV/A.

2 unconnected molecules or ions with the total composition C26H33Cl3N2O8PS in a non-equilibrium geometry, computed with the ωB97M-V functional and the def2-TZVPD basis.

Last column: Löwdin charge in e.
CARTESIAN COORDINATES (ANGSTROEM)
C  -2.7601  -4.5566  1.8489  0.03
C  -3.7473  -4.3628  0.7261  -0.52
O  -4.2979  -5.2857  0.2027  0.15
O  -4.0219  -3.0878  0.3022  0.00
C  -2.9015  -2.2353  0.1009  -0.18
C  -2.0573  -2.7159  -1.0702  -0.10
C  -0.7293  -1.9402  -1.3105  -0.09
C  -0.6372  -0.6208  -0.5911  -0.06
C  -0.1769  -0.4992  0.7434  -0.08
C  0.1953  -1.7710  1.4516  -0.13
C  1.6816  -1.9477  1.7249  -0.24
C  2.1381  -2.2974  2.9875  -0.06
C  3.4941  -2.4761  3.2053  -0.03
C  4.3978  -2.3308  2.1595  -0.27
C  5.8678  -2.5608  2.4032  -0.04
C  3.9345  -1.9935  0.8950  -0.02
C  2.5793  -1.7970  0.6786  -0.03
C  -0.0916  0.7927  1.3157  -0.10
P  0.4735  0.9538  3.0544  0.24
O  2.0348  0.7638  2.9174  -0.14
O  0.3470  2.4663  3.5600  -0.20
S  -0.4822  -0.1653  4.2980  0.42
C  -0.4379  1.9086  0.5591  -0.11
C  -0.2924  3.3295  1.0012  -0.05
C  1.2078  3.6942  1.1003  -0.30
C  1.5834  4.8563  1.9834  -0.07
O  1.5828  4.9197  0.5714  0.01
N  -0.9187  1.7133  -0.6866  0.03
O  -1.2870  2.7900  -1.4608  0.09
C  -1.0274  0.4977  -1.2776  -0.13
N  -1.5059  0.4046  -2.5996  0.10
C  -2.9541  0.3449  -2.7912  -0.42
C  -3.9050  1.1008  -1.9050  0.04
O  -3.3676  -0.3586  -3.6649  0.16
C  -0.7283  1.1839  -3.5092  -0.43
C  -1.3519  1.5949  -4.7993  0.04
O  0.3883  1.4947  -3.1760  0.12
H  -1.8306  -4.9180  1.4073  0.10
H  -3.1359  -5.3272  2.5100  0.10
H  -2.5367  -3.6351  2.3782  0.07
H  -3.3380  -1.2710  -0.1577  0.12
H  -2.3445  -2.1128  1.0287  0.10
H  -2.6752  -2.6267  -1.9620  0.12
H  -1.8165  -3.7747  -0.9884  0.13
H  0.1127  -2.5582  -1.0200  0.11
H  -0.6291  -1.7876  -2.3793  0.13
H  -0.0857  -2.6177  0.8376  0.11
H  -0.3642  -1.8964  2.3744  0.06
H  1.4072  -2.4092  3.7753  0.09
H  3.8257  -2.7277  4.2030  0.12
H  6.1497  -2.1143  3.3536  0.08
H  6.0578  -3.6299  2.4888  0.09
H  6.4722  -2.1622  1.5955  0.08
H  4.6336  -1.8980  0.0770  0.12
H  2.2275  -1.5419  -0.3135  0.11
H  2.4290  0.7066  3.8027  0.11
H  -0.4874  2.5348  4.0483  0.08
H  -0.7598  3.5310  1.9551  0.12
H  -0.6475  4.0479  0.2713  0.13
H  1.9091  2.8659  1.0389  0.15
H  2.4914  4.5413  2.4773  0.12
H  0.6944  5.1973  2.4903  0.12
H  -2.0396  3.2008  -1.0071  0.14
H  -3.4709  1.5609  -1.0239  0.07
H  -4.4526  1.8118  -2.5178  0.11
H  -4.6368  0.3745  -1.5554  0.10
H  -0.5974  2.0626  -5.4166  0.08
H  -2.1973  2.2524  -4.5964  0.11
H  -1.7692  0.7183  -5.2919  0.10
C  1.8352  4.2731  -4.8956  -1.57
Cl  3.1323  5.3282  -4.3490  0.55
Cl  0.2805  5.1181  -4.8645  0.52
Cl  2.1624  3.6418  -6.5081  0.54
H  1.7674  3.4339  -4.2149  -0.02

Its energy is -104541.919 eV. As for the molar mass: 670.956 g mol⁻¹. The total charge is +1. The HOMO energy comes out at -0.4256 Ha. The value obtained for the largest force on an atom is 3.07 eV/A.

A single C2H6FOPS2 molecule in a non-equilibrium geometry, computed with the ωB97M-V functional and the def2-TZVPD basis.

Last column: natural (NBO) charge in e.
CARTESIAN COORDINATES (ANGSTROEM)
C  -3.1954  -0.0546  -0.5373  -0.68
S  -1.9519  -1.1432  0.3189  -0.11
P  -0.3582  0.1872  0.4121  0.85
F  -0.1217  0.2815  2.0053  -0.60
S  1.1972  -1.0498  -0.2239  -0.18
C  2.5176  0.3743  -0.2368  -0.09
O  3.6871  -0.1050  0.3059  -0.69
H  -3.5641  -0.7940  -1.2231  0.22
H  -2.6549  0.7078  -1.0904  0.23
H  -3.9762  0.1287  0.0622  0.21
H  2.1219  1.1915  0.2570  0.17
H  2.6834  0.6182  -1.2217  0.19
H  3.6152  -0.3426  1.1718  0.47

Its energy is -37896.020 eV. As for the molar mass: 160.175 g mol⁻¹. As for the SMILES: CSP(F)SCO. The HOMO energy comes out at -0.3296 Ha. The value obtained for the largest force on an atom is 4.55 eV/A.

A molecular structure, C27H29N3OS2Se2Tl, computed with the ωB97M-V functional and the def2-TZVPD basis.

Last column: natural (NBO) charge in e.
CARTESIAN COORDINATES (ANGSTROEM)
Tl  1.8607  -1.5570  1.0269  0.95
C  0.9544  -1.7089  5.8850  -0.85
Se  0.1316  -1.1585  4.2326  0.98
C  -1.2224  -2.5645  4.0956  -0.63
C  -0.7519  -3.9565  3.6611  -0.60
Se  -0.3132  -4.1275  1.7555  0.69
C  0.9781  -5.5612  1.8900  -0.80
H  0.2279  -1.6091  6.6941  0.29
H  1.8091  -1.0624  6.0680  0.28
H  1.2772  -2.7474  5.8065  0.26
H  -1.9854  -2.1694  3.4251  0.27
H  -1.6560  -2.6373  5.0951  0.28
H  -1.5812  -4.6494  3.8220  0.29
H  0.1043  -4.3212  4.2266  0.25
H  0.5146  -6.3920  2.4212  0.28
H  1.8622  -5.2126  2.4190  0.25
H  1.2413  -5.8721  0.8818  0.28
S  0.8204  -1.2286  -5.9803  0.32
C  1.1535  -1.3524  -4.2315  -0.10
C  0.1132  -1.6264  -3.3480  -0.18
C  0.3849  -1.6557  -1.9969  0.02
N  1.6126  -1.4475  -1.5083  -0.54
C  2.6232  -1.2281  -2.3569  0.04
C  2.4380  -1.1763  -3.7250  -0.23
C  0.5618  0.5496  -5.9673  -0.14
C  1.6172  1.4454  -5.9385  -0.27
C  1.3184  2.8043  -5.9334  0.05
N  0.0682  3.2562  -5.9533  -0.39
C  -0.9399  2.3941  -5.9939  0.04
C  -0.7428  1.0158  -6.0027  -0.26
H  -0.8896  -1.7991  -3.7129  0.25
H  -0.4047  -1.8417  -1.2770  0.20
H  3.6058  -1.0823  -1.9251  0.21
H  3.2794  -1.0018  -4.3805  0.26
H  2.6467  1.1122  -5.9425  0.23
H  2.1057  3.5482  -5.9231  0.22
H  -1.9409  2.8085  -6.0274  0.21
H  -1.5837  0.3373  -6.0471  0.24
O  0.3881  0.3461  1.3989  -1.08
S  0.1687  1.8511  1.6109  1.27
C  -1.2496  1.9394  2.6806  -0.19
C  -1.3715  3.0396  3.5147  -0.23
C  -2.5033  3.1499  4.3151  -0.17
C  -3.4796  2.1619  4.2791  -0.17
C  -3.3361  1.0558  3.4467  -0.20
C  -2.2077  0.9291  2.6487  -0.27
C  -0.5185  2.4063  0.0511  -0.29
C  0.1834  2.0300  -1.0905  -0.15
C  -0.2582  2.4623  -2.3302  -0.21
C  -1.3737  3.2869  -2.4195  -0.15
C  -2.0736  3.6410  -1.2745  -0.18
C  -1.6410  3.2182  -0.0240  -0.20
H  -0.6067  3.8071  3.5323  0.25
H  -2.6130  4.0002  4.9744  0.25
H  -4.3545  2.2524  4.9088  0.25
H  -4.1085  0.2977  3.4215  0.24
H  -2.0710  0.0849  1.9821  0.23
H  1.0718  1.4156  -1.0055  0.20
H  0.2770  2.1724  -3.2269  0.23
H  -1.6838  3.6748  -3.3806  0.25
H  -2.9657  4.2483  -1.3468  0.25
H  -2.1749  3.5254  0.8648  0.23
N  5.7820  -1.1763  1.0822  -0.57
C  4.6340  -1.2294  1.0790  0.25
H  6.7870  -1.1152  1.0731  0.49

Its energy is -192013.745 eV. As for the molar mass: 837.986 g mol⁻¹. The total charge is +3. The HOMO energy (alpha / beta) comes out at -0.5647 / -0.5648 Ha. The value obtained for the largest force on an atom is 0.91 eV/A.

3 unconnected molecules or ions with the total composition C4H7NO2, computed with the ωB97M-V functional and the def2-TZVPD basis.

Last column: natural (NBO) charge in e.
CARTESIAN COORDINATES (ANGSTROEM)
C  1.8201  -0.3462  -0.3059  -0.68
C  0.3827  0.0136  -0.1386  0.48
C  -0.5830  -0.4773  0.9098  -0.33
N  -1.8123  0.0957  0.4136  -0.61
C  -1.4813  1.3100  -0.0836  0.82
O  -2.0444  2.3145  -0.3766  -0.55
O  0.0170  1.2307  -0.4283  -0.51
H  2.3702  -0.0113  0.5814  0.25
H  2.2370  0.1567  -1.1806  0.25
H  1.9417  -1.4274  -0.4006  0.24
H  -0.5030  -0.7968  -1.2023  -0.05
H  -0.2818  -0.0268  1.8661  0.24
H  -0.6354  -1.5625  1.0121  0.22
H  -1.3400  -0.5940  -0.9000  0.22

Its energy is -9843.349 eV. As for the molar mass: 101.105 g mol⁻¹. The HOMO energy comes out at -0.3506 Ha. The value obtained for the largest force on an atom is 0.58 eV/A.

A molecular structure, C2CoF5NO4S2 in a non-equilibrium geometry, computed with the ωB97M-V functional and the def2-TZVPD basis.

Last column: Mulliken spin population.
CARTESIAN COORDINATES (ANGSTROEM)
Co  0.1879  2.6378  0.4548  1.94
N  0.0618  -0.4778  -0.4705  0.05
S  1.6258  0.1276  -0.6526  0.07
O  2.0272  -0.1081  -2.0363  0.03
O  1.6070  1.5937  -0.2496  0.03
C  2.8852  -0.6434  0.4995  0.71
F  2.2689  -0.5690  1.7326  0.06
F  2.8120  -1.9870  0.1888  0.07
S  -1.0030  0.5303  0.0721  -0.01
O  -0.7139  1.0808  1.4429  0.02
O  -1.2463  1.7504  -0.7738  0.03
C  -2.3790  -0.7978  -0.0410  0.00
F  -2.0325  -1.7997  0.7388  0.00
F  -3.5354  -0.3651  0.4273  0.00
F  -2.5658  -0.9727  -1.3329  0.00

Its energy is -84632.456 eV. As for the molar mass: 320.082 g mol⁻¹. Its expectation value of S² is 3.7641. The spin multiplicity is 4. The HOMO energy (alpha / beta) comes out at -0.3443 / -0.3022 Ha. The value obtained for the largest force on an atom is 5.34 eV/A.

A single C5H5NO molecule in a non-equilibrium geometry, computed with the ωB97M-V functional and the def2-TZVPD basis.

Last column: natural (NBO) charge in e.
CARTESIAN COORDINATES (ANGSTROEM)
C  -0.0477  -0.2940  -2.3079  -0.15
C  0.3169  0.0031  -1.1999  -0.05
C  -0.0122  0.5726  0.1198  -0.41
C  -1.4424  0.8772  -0.1352  0.29
N  -2.4988  1.0597  -0.5711  -0.31
C  0.2428  -0.3561  1.3231  -0.04
O  1.6172  -0.4571  1.6013  -0.70
H  -0.5241  -0.5065  -3.2359  0.24
H  0.5375  1.5029  0.3005  0.27
H  -0.2145  -1.3376  1.1413  0.18
H  -0.2324  0.0972  2.1991  0.19
H  2.0290  -1.0443  0.9527  0.48

Its energy is -8800.350 eV. As for the molar mass: 95.101 g mol⁻¹. As for the SMILES: C#C[C@@H](C#N)CO. The HOMO energy comes out at -0.3901 Ha. The value obtained for the largest force on an atom is 1.28 eV/A.

A molecular structure, C6H14N3Pb in a non-equilibrium geometry, computed with the ωB97M-V functional and the def2-TZVPD basis.

Last column: natural (NBO) charge in e.
CARTESIAN COORDINATES (ANGSTROEM)
C  0.8956  2.0045  -2.5450  -1.03
Pb  0.1852  0.4587  -1.2058  0.52
N  -0.7271  -1.0565  1.8369  -0.88
H  0.7552  -1.2654  -1.1316  -0.29
H  0.1342  -0.5266  2.0427  0.46
H  -0.7032  -1.3197  0.8315  0.48
H  1.1928  1.5554  -3.5026  0.24
H  1.7382  2.5238  -2.0709  0.22
H  0.0533  2.6952  -2.6931  0.23
H  -1.5288  -0.4384  2.0092  0.46
H  -0.7878  -1.8953  2.4202  0.44
N  1.5912  4.3495  3.7205  -0.75
C  1.2425  3.4162  2.8018  0.26
C  2.1391  2.3808  2.4484  -0.31
C  1.7568  1.4422  1.5148  0.04
N  0.4947  1.4444  0.9737  -0.61
C  -0.3560  2.4796  1.2587  0.06
C  -0.0202  3.4603  2.1653  -0.30
H  2.4791  4.3096  4.1994  0.41
H  0.9554  5.0853  3.9911  0.41
H  3.1271  2.3262  2.9082  0.24
H  2.4271  0.6468  1.1729  0.22
H  -1.3128  2.4801  0.7250  0.23
H  -0.7234  4.2644  2.3899  0.24

Its energy is -16158.186 eV. As for the molar mass: 335.399 g mol⁻¹. The total charge is +1. The HOMO energy comes out at -0.3420 Ha. The value obtained for the largest force on an atom is 3.97 eV/A.

> Which of these has the highest molar mass?

C27H29N3OS2Se2Tl

> What is the energy in the first record?

-10944.543 eV

> What is the molar mass in the sixth record?

320.082 g mol⁻¹